Record 1
Below is C20H26BiO4Te as an isolated structure at a distorted geometry, with properties calculated with ωB97M-V with the def2-TZVPD basis set.

```
52
Properties=species:S:1:pos:R:3:forces:R:3:nbo_charge:R:1
Bi -0.0241 0.0304 -0.0535 0.564 -0.207 -0.527 1.960
C 1.5164 -1.2385 2.4911 2.772 1.776 -0.812 -0.101
C 0.2685 -1.8761 2.7807 -3.027 0.351 0.068 -0.108
O -0.5123 -1.8740 1.5540 -0.139 0.039 -0.491 -0.610
C -1.9069 -2.2438 1.6729 0.759 0.457 0.700 -0.107
C -2.6220 -1.9487 0.4127 -0.148 -0.106 -1.943 -0.101
O -2.3468 -0.5773 -0.1767 0.473 -2.385 0.890 -0.604
C -3.1752 0.4252 0.2830 -2.267 2.298 0.291 -0.120
C -2.7116 1.1379 1.5425 1.351 -1.952 1.372 -0.078
O -1.2188 1.0758 1.5605 -0.673 0.603 0.358 -0.692
C -0.6504 1.3968 2.8661 0.598 -0.957 -0.453 -0.092
C 0.8671 1.1068 2.8084 -0.863 1.280 -0.929 -0.102
O 1.1952 0.0578 1.8836 0.571 0.407 1.011 -0.658
H 2.1066 -1.6547 1.6582 -0.348 -0.705 0.506 0.240
H 2.2429 -1.1224 3.3537 -1.097 0.025 -0.830 0.274
H -0.3915 -1.4114 3.5638 1.002 -0.361 -0.374 0.211
H 0.4943 -2.8582 2.9928 0.100 -2.433 1.005 0.244
H -2.3627 -1.6520 2.4450 -0.019 0.428 0.760 0.188
H -2.0290 -3.2812 1.9822 0.094 -0.190 -0.313 0.260
H -3.6845 -1.9997 0.5971 -0.376 0.051 0.034 0.248
H -2.4254 -2.6707 -0.3989 0.235 0.515 0.262 0.248
H -4.2366 0.1074 0.4623 0.929 0.006 -0.304 0.252
H -3.2099 1.1787 -0.4901 -0.141 0.013 -0.518 0.220
H -2.9921 0.5372 2.4192 -0.085 0.277 -0.065 0.202
H -2.9906 2.1560 1.7366 -0.434 0.491 -0.526 0.252
H -1.2252 0.8813 3.6550 0.345 -0.029 -0.433 0.221
H -0.6676 2.4419 3.0387 -0.686 1.152 0.158 0.236
H 1.1191 0.8719 3.8403 0.860 0.099 -0.179 0.255
H 1.3549 2.0100 2.3389 -0.217 -0.864 1.141 0.231
Te 1.4777 2.4114 -1.0724 0.251 -0.403 -0.404 0.823
C 0.0891 1.8039 -2.5746 0.039 0.725 0.997 -0.313
C 0.4505 1.2620 -3.7901 -1.467 -0.281 -1.297 -0.250
C -0.6069 0.9507 -4.6894 0.820 -0.452 0.562 -0.119
C -1.9462 1.1108 -4.2572 0.336 -1.682 -3.622 -0.185
C -2.2801 1.6033 -3.0710 -0.733 3.117 3.231 -0.187
C -1.2246 2.0797 -2.2238 -1.592 -1.442 -0.363 -0.299
C 2.7384 0.6910 -1.2297 -0.602 0.246 0.530 -0.296
C 3.7851 0.6479 -0.3459 0.956 -1.192 -0.437 -0.257
C 4.6521 -0.4492 -0.2938 -0.062 0.881 1.441 -0.163
C 4.3946 -1.5781 -0.9798 -0.813 -1.734 -2.879 -0.173
C 3.2696 -1.5768 -1.8668 0.751 -0.708 0.002 -0.152
C 2.4535 -0.4511 -1.9781 0.131 -0.971 -0.276 -0.344
H 1.4836 1.0937 -4.0197 0.238 0.038 -0.411 0.251
H -0.3888 0.4922 -5.6876 -0.219 0.648 1.057 0.273
H -2.7304 0.7939 -4.9665 0.434 0.267 0.432 0.265
H -3.3448 1.9199 -2.7885 1.581 -0.933 -0.550 0.258
H -1.5223 2.5442 -1.2872 0.319 0.249 -0.037 0.224
H 4.0791 1.4252 0.2722 0.136 1.801 0.991 0.237
H 5.4933 -0.4331 0.3889 0.072 0.258 -0.114 0.257
H 5.1282 -2.4048 -1.0444 -0.715 0.448 0.368 0.270
H 3.0617 -2.4279 -2.5680 0.335 0.804 0.963 0.260
H 1.7059 -0.5148 -2.7466 -0.325 0.241 -0.041 0.248
```
Positions in Å, forces in eV/Å.

* LUMO level: -10.8 eV
* total charge: +3
* HOMO energy: -17.82 eV
* strongest force on any atom: 4.55 eV/Å
* gap between HOMO and LUMO: 7.07 eV

***

Record 2
Below is C20H26CaN2O2Si as an isolated structure at a distorted geometry, with properties calculated with ωB97M-V with the def2-TZVPD basis set.

```
52
Properties=species:S:1:pos:R:3:forces:R:3:nbo_charge:R:1
C 0.7863 1.7899 0.9902 -0.086 0.007 -0.220 -0.398
C 1.2053 2.1940 -0.3091 0.004 0.056 -0.107 -0.427
C 0.0403 2.5483 -1.0511 0.128 0.155 -0.027 -0.410
H 2.2459 2.2715 -0.6515 -0.570 0.056 0.147 0.222
C -1.0898 2.3247 -0.2152 -0.267 0.130 -0.325 -0.408
C -0.6276 1.8486 1.0310 0.071 0.060 0.529 -0.356
H -1.2463 1.6460 1.9229 0.367 0.086 -0.689 0.211
H 1.4466 1.5814 1.8442 -0.322 0.020 -0.431 0.197
H 0.0212 2.9776 -2.0642 0.017 -0.362 0.611 0.239
H -2.1407 2.5562 -0.4652 0.775 -0.221 0.127 0.228
Ca -0.1064 -0.0675 -1.0802 0.021 1.039 0.404 1.687
C -0.5454 -4.1280 -3.9688 -0.103 -2.127 0.629 -0.850
H 0.0651 -3.8552 -3.0919 -0.241 0.412 -0.685 0.207
H -0.4086 -5.2163 -3.9903 -0.362 -0.276 -0.145 0.195
H -0.1967 -3.7792 -4.9350 -0.129 0.132 0.535 0.216
Si -0.0777 -0.5321 -4.0186 -0.328 -2.345 0.002 0.308
C 1.3256 -0.8315 -5.2420 0.936 -0.083 0.051 -0.428
C 2.2310 0.2348 -5.4217 0.198 -0.702 -0.669 -0.170
H 2.0744 1.1736 -4.8768 0.137 -0.349 -0.181 0.200
C 3.2954 0.1073 -6.3252 -0.111 -0.005 0.349 -0.227
H 3.9794 0.9447 -6.4532 -0.049 -0.186 -0.073 0.203
C 3.5132 -1.0965 -7.0016 -0.209 -0.125 0.104 -0.239
H 4.3866 -1.2242 -7.6381 -0.174 0.127 0.054 0.208
C 2.6196 -2.1613 -6.8444 -0.324 0.101 0.415 -0.218
H 2.7869 -3.1213 -7.3478 -0.037 0.477 0.074 0.207
C 1.5128 -2.0222 -5.9875 0.475 0.569 0.027 -0.217
H 0.8003 -2.8505 -5.8928 0.527 0.603 -0.138 0.199
C -1.2626 0.2737 -5.2619 -1.033 -0.149 -0.138 -0.427
C -0.9122 0.5456 -6.6004 -0.499 0.109 0.126 -0.222
H 0.0386 0.1878 -6.9985 -0.207 0.341 0.183 0.220
C -1.8012 1.1967 -7.4669 -0.055 -0.170 0.215 -0.213
H -1.4887 1.3986 -8.4915 -0.106 -0.038 0.195 0.206
C -3.0829 1.5495 -7.0369 0.420 -0.061 0.219 -0.229
H -3.7733 2.0563 -7.7229 0.262 -0.232 0.387 0.208
C -3.4635 1.2280 -5.7259 -0.141 -0.074 -0.250 -0.241
H -4.4857 1.4723 -5.4335 0.252 -0.135 0.157 0.203
C -2.5817 0.5811 -4.8508 0.136 0.267 -0.871 -0.159
H -2.9417 0.2515 -3.8719 0.169 0.323 -0.143 0.188
H -1.6134 -3.9132 -3.8024 0.586 0.027 -0.109 0.222
H -0.4663 -2.1944 -3.9111 -0.026 3.307 -0.136 -0.182
C -1.2831 -2.4004 3.8461 -0.527 0.047 0.030 -0.285
O -1.8550 -1.9345 2.5838 0.046 -0.292 0.714 -0.460
C -1.0284 -1.5234 1.6477 -0.515 1.461 -2.711 0.911
O -1.4174 -1.0241 0.5505 0.197 -1.920 2.902 -0.733
N 0.2791 -1.6089 1.9446 1.684 0.217 -1.031 -0.495
N 1.2015 -1.2108 0.8896 0.270 -0.779 1.372 -0.679
H -0.6703 -3.3036 3.7232 -0.228 0.168 -0.184 0.186
H -2.1421 -2.6529 4.4662 0.091 0.034 -0.159 0.231
H -0.7048 -1.6197 4.3575 -0.195 -0.032 -0.329 0.201
H 0.6209 -2.1513 2.7336 -0.013 0.385 -0.522 0.402
H 1.8164 -0.4919 1.2838 -0.558 0.137 -0.176 0.397
H 1.8367 -1.9931 0.7220 -0.358 -0.188 -0.109 0.369
```
Positions in Å, forces in eV/Å.

* LUMO level: -0.6 eV
* total charge: 0
* HOMO energy: -6.53 eV
* strongest force on any atom: 3.49 eV/Å
* gap between HOMO and LUMO: 5.95 eV